[1]
This record from the OMol25 dataset describes an isolated ion of composition C6H10O3P and charge -1. The level of theory is the ωB97M-V functional and the def2-TZVPD basis.

Computed properties:
* energy above the lowest of the compared OMol25 structures with the same formula, charge and spin: 73.7 kcal/mol
* Kohn-Sham gap: 6.5 eV

Structure (ORCA input):
```
! wB97M-V def2-TZVPD RIJCOSX def2/J DEFGRID3
* xyz -1 1
C 0.61 0.24 -0.94
C 1.85 -0.28 -0.31
C -0.71 0.46 -0.27
C 1.95 -1.75 0.08
C -1.56 1.64 -0.70
C -0.86 -0.04 1.19
O 3.76 1.78 -0.33
O 4.55 -0.58 0.43
O -0.71 -0.46 -1.36
P 3.60 0.32 -0.23
H 1.01 1.02 -1.71
H 0.83 -1.98 0.26
H 2.55 -1.97 0.91
H 2.18 -2.40 -0.78
H -1.79 2.02 0.26
H -2.43 1.21 -1.21
H -0.88 2.30 -1.24
H -0.65 0.84 1.84
H -0.05 -0.85 1.29
H -1.85 -0.48 1.30
*
```

Atomic partial charges in e from the Löwdin method, atoms 1 to 5:
1 C -0.22
2 C -0.35
3 C -0.57
4 C -0.20
5 C -0.03

***

[2]
This record from the OMol25 dataset describes one molecule with the formula C6H10O3S. The level of theory is the ωB97M-V functional and the def2-TZVPD basis.

Computed properties:
* energy above the lowest of the compared OMol25 structures with the same formula, charge and spin: 75.8 kcal/mol
* Kohn-Sham gap (spin up / spin down): 7.8 / 7.7 eV
* structure (SMILES): C[C@@H]1COC(=S(=O)=O)[C@H]1C

Structure (ORCA input):
```
! wB97M-V def2-TZVPD RIJCOSX def2/J DEFGRID3
* xyz 0 1
C 0.04 -1.07 0.55
C -1.49 0.82 0.26
C 0.41 -0.33 -0.65
C -0.15 1.08 -0.43
C -0.25 -1.25 -1.76
C 0.73 1.92 0.52
O 0.30 -2.27 2.93
O 2.18 -2.30 1.36
O -1.26 -0.27 1.14
S 1.00 -1.60 1.89
H -1.92 1.62 0.95
H -2.28 0.53 -0.41
H 1.43 -0.22 -0.88
H -0.24 1.57 -1.39
H 0.02 -0.88 -2.77
H -1.33 -1.23 -1.59
H -0.02 -2.23 -1.67
H 1.65 2.02 0.04
H 0.94 1.17 1.30
H 0.23 2.93 0.60
*
```

Atomic partial charges in e from the Löwdin method, atoms 1 to 5:
1 C -0.16
2 C -0.20
3 C -0.30
4 C -0.32
5 C 0.01

***

[3]
This record from the OMol25 dataset describes a 2-piece molecular cluster, C6H10O3S2 overall. The level of theory is the ωB97M-V functional and the def2-TZVPD basis.

Computed properties:
* energy above the lowest of the compared OMol25 structures with the same formula, charge and spin: 83.7 kcal/mol
* Kohn-Sham gap: 8.7 eV

Structure (ORCA input):
```
! wB97M-V def2-TZVPD RIJCOSX def2/J DEFGRID3
* xyz 0 1
C 1.67 -0.46 1.98
C -1.33 1.44 -1.40
C 0.64 -1.46 2.17
C -1.25 -0.57 -2.42
C -0.04 0.99 -0.78
C -0.08 0.90 1.35
O 1.55 -1.05 -1.61
O -2.11 0.33 -1.81
O 1.17 0.84 1.79
S -0.87 -0.65 1.63
S 0.22 -0.83 -1.09
H 2.11 -0.42 2.96
H 2.36 -0.71 1.16
H -1.94 2.03 -0.74
H -1.03 1.95 -2.40
H 0.64 -2.27 1.46
H 0.54 -1.80 3.16
H -1.67 -1.50 -2.77
H -0.88 -0.17 -3.34
H 0.76 1.60 -1.00
H -0.45 1.80 1.71
*
```

Atomic partial charges in e from the Löwdin method, atoms 1 to 5:
1 C -0.26
2 C -0.26
3 C -0.43
4 C -0.27
5 C -0.26

***

[4]
This record from the OMol25 dataset describes one molecule with the formula C6H10O5. The level of theory is the ωB97M-V functional and the def2-TZVPD basis.

Computed properties:
* energy above the lowest of the compared OMol25 structures with the same formula, charge and spin: 168.3 kcal/mol
* Kohn-Sham gap: 9.0 eV
* structure (SMILES): O[C@@H]1[C@H](O)[C@H](O)[C@@H]2O[C@H]2[C@@H]1O

Structure (ORCA input):
```
! wB97M-V def2-TZVPD RIJCOSX def2/J DEFGRID3
* xyz 0 1
C -1.57 0.46 0.17
C -0.54 1.43 0.43
C 0.56 1.31 -0.47
C 1.73 0.59 0.32
C 0.94 -0.76 0.47
C -0.65 -0.78 0.66
H -2.80 0.44 -1.49
H -2.35 0.55 0.89
H -0.18 1.31 1.50
H 0.27 1.02 -1.44
H 1.73 1.11 1.24
H 2.36 -0.50 -1.06
H 1.39 -1.29 1.27
H 0.31 -1.80 -0.88
H -0.86 -1.15 1.85
H -1.77 -1.71 -0.65
O -1.64 0.35 -1.22
O -0.04 2.67 -0.23
O 2.86 0.16 -0.46
O 1.31 -1.38 -0.83
O -1.07 -2.04 -0.06
*
```

Atomic partial charges in e from the Löwdin method, atoms 1 to 5:
1 C -0.32
2 C -0.27
3 C -0.16
4 C -0.20
5 C -0.20

***

[5]
This record from the OMol25 dataset describes an isolated ion of composition C6H10O6 and charge +2. The level of theory is the ωB97M-V functional and the def2-TZVPD basis.

Computed properties:
* Kohn-Sham gap: 9.0 eV

Structure (ORCA input):
```
! wB97M-V def2-TZVPD RIJCOSX def2/J DEFGRID3
* xyz 2 1
H -3.31 1.75 1.01
C -3.12 0.37 -0.32
O -3.72 1.37 0.21
O -3.02 0.42 -1.59
H -2.81 1.30 -1.94
O 4.36 -0.76 -0.98
C 3.60 0.03 -0.30
O 3.77 1.06 0.25
O 2.32 -0.66 -0.27
C 1.29 0.00 0.07
C -0.02 -0.59 -0.10
C -1.00 -0.25 1.03
C -2.44 -0.68 0.81
O -2.71 -1.54 -0.24
H 5.30 -0.55 -0.86
H 1.45 1.01 0.48
H 0.05 -1.66 -0.33
H -0.33 -0.09 -1.05
H -0.96 0.83 1.27
H -0.67 -0.75 1.95
H -2.87 -0.87 1.81
H -3.42 -1.92 0.53
*
```

Atomic partial charges in e from the Löwdin method, atoms 1 to 5:
1 H 0.18
2 C -0.27
3 O 0.26
4 O 0.27
5 H 0.20

***

[6]
This record from the OMol25 dataset describes one molecule with the formula C6H10OS. The level of theory is the ωB97M-V functional and the def2-TZVPD basis.

Computed properties:
* energy above the lowest of the compared OMol25 structures with the same formula, charge and spin: 46.6 kcal/mol
* Kohn-Sham gap: 9.2 eV
* structure (SMILES): C/C=C\[C@H](C)OC=S

Structure (ORCA input):
```
! wB97M-V def2-TZVPD RIJCOSX def2/J DEFGRID3
* xyz 0 1
C 0.82 -0.41 2.07
C -0.30 0.65 1.77
C -0.80 1.06 0.61
C -0.53 0.41 -0.71
C -1.20 -0.93 -0.89
C 1.41 0.27 -2.10
H 1.65 0.15 2.55
H 1.10 -0.93 1.08
H 0.45 -1.10 2.82
H -0.60 1.31 2.65
H -1.66 1.65 0.62
H -0.81 1.06 -1.51
H -0.92 -1.65 -0.03
H -0.82 -1.42 -1.81
H -2.31 -0.86 -1.00
H 0.66 0.73 -2.77
O 0.90 0.11 -0.88
S 2.95 -0.15 -2.45
*
```

Atomic partial charges in e from the Löwdin method, atoms 1 to 5:
1 C -0.07
2 C -0.12
3 C -0.08
4 C -0.38
5 C -0.04

***

[7]
This record from the OMol25 dataset describes one molecule with the formula C6H10OS. The level of theory is the ωB97M-V functional and the def2-TZVPD basis.

Computed properties:
* energy above the lowest of the compared OMol25 structures with the same formula, charge and spin: 40.4 kcal/mol
* Kohn-Sham gap: 9.5 eV
* structure (SMILES): C[C@@H]1CSC[C@H]2O[C@@H]12

Structure (ORCA input):
```
! wB97M-V def2-TZVPD RIJCOSX def2/J DEFGRID3
* xyz 0 1
C 1.97 -0.55 -0.60
C 0.99 -0.02 0.44
C 0.10 -1.16 0.95
C -2.12 -0.01 -0.11
C -1.19 1.17 -0.44
C 0.21 1.16 -0.12
H 1.30 -0.94 -1.54
H 2.49 0.36 -0.95
H 2.61 -1.30 -0.20
H 1.51 0.44 1.37
H -0.32 -1.06 1.92
H 0.71 -2.02 0.92
H -2.99 -0.03 -0.84
H -2.64 0.16 0.81
H -1.57 1.76 -1.32
H 0.87 1.67 -0.79
O -0.64 1.95 0.65
S -1.29 -1.57 -0.14
*
```

Atomic partial charges in e from the Löwdin method, atoms 1 to 5:
1 C -0.07
2 C -0.38
3 C -0.43
4 C -0.46
5 C -0.27

***

[8]
This record from the OMol25 dataset describes a 2-piece molecular cluster, C6H10S overall. The level of theory is the ωB97M-V functional and the def2-TZVPD basis.

Computed properties:
* energy above the lowest of the compared OMol25 structures with the same formula, charge and spin: 91.3 kcal/mol
* Kohn-Sham gap: 9.1 eV
* structure (SMILES): C#C/C(C)=C\C.S

Structure (ORCA input):
```
! wB97M-V def2-TZVPD RIJCOSX def2/J DEFGRID3
* xyz 0 1
C 1.67 1.00 0.74
C 1.05 0.13 0.12
C -0.11 -2.10 1.58
C -0.12 -0.47 -1.92
C -0.31 -1.88 0.10
C 0.23 -0.80 -0.51
S -0.98 2.51 -0.24
H 2.25 1.73 1.11
H -1.01 -1.78 2.11
H 0.22 -3.28 1.79
H 0.71 -1.58 2.00
H -1.27 -0.10 -1.91
H 0.48 0.43 -2.18
H -0.15 -1.42 -2.55
H -0.90 -2.55 -0.40
H -2.15 2.34 -0.91
H -0.67 3.81 -0.49
*
```

Atomic partial charges in e from the Löwdin method, atoms 1 to 5:
1 C 0.12
2 C -0.18
3 C -0.09
4 C -0.09
5 C -0.09

***

[9]
This record from the OMol25 dataset describes a 2-piece molecular cluster, C6H10S2 overall. The level of theory is the ωB97M-V functional and the def2-TZVPD basis.

Computed properties:
* energy above the lowest of the compared OMol25 structures with the same formula, charge and spin: 167.3 kcal/mol
* Kohn-Sham gap: 7.6 eV

Structure (ORCA input):
```
! wB97M-V def2-TZVPD RIJCOSX def2/J DEFGRID3
* xyz 0 1
C -0.12 -1.23 -1.08
C 0.35 -0.41 0.13
C 1.62 0.45 -0.47
C -0.91 1.81 -0.02
C -0.22 0.81 0.97
C -0.28 -0.55 1.58
H 0.34 -2.24 -0.86
H -1.10 -1.01 -1.42
H 0.64 -0.96 -1.99
H 2.36 0.79 0.25
H 2.17 -0.08 -1.39
H -1.32 2.67 0.44
H -1.87 1.54 -0.47
H 0.52 1.47 1.35
H 0.73 -0.82 2.20
H -1.64 -2.94 0.50
S 0.72 2.05 -1.19
S -2.00 -1.35 1.46
*
```

Atomic partial charges in e from the Löwdin method, atoms 1 to 5:
1 C -0.14
2 C -0.48
3 C -0.37
4 C -0.31
5 C -0.38

***

[10]
This record from the OMol25 dataset describes C6H10S3 as an isolated structure. The level of theory is the ωB97M-V functional and the def2-TZVPD basis.

Computed properties:
* energy above the lowest of the compared OMol25 structures with the same formula, charge and spin: 47.9 kcal/mol
* Kohn-Sham gap: 8.6 eV

Structure (ORCA input):
```
! wB97M-V def2-TZVPD RIJCOSX def2/J DEFGRID3
* xyz 0 1
C 1.51 2.41 0.82
C 1.77 1.76 -0.33
C 2.56 0.51 -0.49
C -1.61 0.10 -0.47
C -2.93 0.73 -0.30
C -4.03 0.36 -0.79
H 1.13 3.26 0.92
H 2.02 1.95 1.78
H 1.06 2.08 -1.17
H 2.84 0.29 0.46
H 3.31 0.64 -1.34
H -0.97 0.88 -1.14
H -1.64 -0.93 -1.35
H -2.79 1.51 0.22
H -4.04 -0.70 -1.16
H -4.87 0.76 -0.70
S 1.57 -0.93 -1.03
S 0.66 -1.51 0.68
S -0.96 -0.36 1.15
*
```

Atomic partial charges in e from the Löwdin method, atoms 1 to 5:
1 C 0.02
2 C -0.28
3 C -0.55
4 C -0.61
5 C -0.32

***

[11]
This record from the OMol25 dataset describes a 2-piece molecular cluster, C6H10Se overall. The level of theory is the ωB97M-V functional and the def2-TZVPD basis.

Computed properties:
* energy above the lowest of the compared OMol25 structures with the same formula, charge and spin: 25.4 kcal/mol
* Kohn-Sham gap (spin up / spin down): 6.6 / 6.2 eV

Structure (ORCA input):
```
! wB97M-V def2-TZVPD RIJCOSX def2/J DEFGRID3
* xyz 0 3
C -1.12 -1.15 0.79
C -0.10 -2.05 0.34
C -1.29 0.01 0.16
C 0.41 -2.09 -0.95
C 0.79 1.25 0.54
C 0.47 2.32 -0.41
Se 1.99 -0.01 0.25
H -1.83 -1.34 1.61
H 0.26 -2.49 1.22
H -0.69 0.23 -0.63
H -2.16 0.63 0.32
H 1.20 -2.68 -1.13
H -0.07 -1.81 -1.83
H 0.68 1.37 1.69
H 0.76 1.96 -1.45
H 1.20 3.09 -0.35
H -0.53 2.76 -0.17
*
```

Atomic partial charges in e from the Löwdin method, atoms 1 to 5:
1 C -0.21
2 C -0.25
3 C -0.05
4 C -0.06
5 C -0.79